Molecular formula: C35H52MnOP4
Method: DFT, ωB97M-V/def2-TZVPD

LUMO (spin up / spin down)   -7.8932 / -11.9099 eV
Relative energy (zero: lowest compared OMol25 entry of this formula, charge and spin)   7.3 kcal/mol
HOMO level (spin up / spin down)   -15.4313 / -14.9330 eV
Expectation value of S²   6.255
Maximum force   0.070 hartree/bohr
HOMO-LUMO gap (spin up / spin down)   7.538 / 3.023 eV

The geometry in ORCA input format:
```
! RIJCOSX wB97M-V def2-TZVPD def2/J DEFGRID3
* xyz 3 5
Mn 0.32 0.01 -1.29
P 1.68 0.94 0.39
P -1.05 1.72 -1.57
P 2.10 -0.60 -2.49
H -2.05 -1.19 -0.72
C -1.04 -1.55 -1.01
C 0.01 -1.66 0.00
H -0.22 -1.35 1.04
C 0.97 1.14 2.07
C 2.36 2.61 0.06
C 3.21 0.01 0.83
C -2.71 1.21 -2.10
C -1.39 2.88 -0.21
C -0.43 2.78 -2.92
C 3.06 -2.03 -1.89
C 3.33 0.69 -2.86
C 1.60 -1.19 -4.13
H -1.01 -2.19 -1.90
H 0.78 -2.43 -0.10
H 0.70 0.17 2.49
H 0.07 1.76 2.04
H 1.69 1.60 2.76
H 1.56 3.34 -0.14
H 3.06 2.60 -0.79
H 2.91 2.95 0.94
H 2.96 -1.02 1.11
H 3.69 0.49 1.69
H 3.93 0.00 0.01
H -3.18 1.99 -2.70
H -3.32 1.00 -1.22
H -2.69 0.28 -2.69
H -1.99 3.74 -0.55
H -0.45 3.27 0.20
H -1.93 2.38 0.60
H -1.15 3.59 -3.09
H -0.31 2.19 -3.84
H 0.54 3.20 -2.65
H 3.69 -2.42 -2.71
H 2.37 -2.83 -1.57
H 3.69 -1.76 -1.04
H 3.92 0.36 -3.73
H 4.00 0.85 -2.00
H 2.83 1.63 -3.10
H 2.44 -1.67 -4.65
H 1.21 -0.35 -4.72
H 0.78 -1.91 -3.98
C -1.90 -1.50 -5.11
C -3.13 -1.05 -5.63
C -3.72 -1.77 -6.68
C -3.10 -2.89 -7.25
C -1.85 -3.29 -6.76
C -1.27 -2.61 -5.69
O -1.34 -1.03 -3.94
H -1.25 -0.05 -3.81
H -3.64 -0.19 -5.21
H -4.69 -1.46 -7.07
H -3.57 -3.43 -8.09
H -1.34 -4.13 -7.20
H -0.32 -2.96 -5.29
C -4.43 3.82 4.86
C -3.21 4.03 4.20
C -2.56 2.97 3.57
C -3.14 1.68 3.59
C -4.37 1.48 4.25
C -5.00 2.55 4.88
P -2.25 0.31 2.77
C -1.56 -0.68 4.15
C -1.08 -1.98 3.89
C -0.39 -2.69 4.87
C -0.17 -2.11 6.12
C -0.63 -0.82 6.39
C -1.30 -0.10 5.41
C -3.62 -0.66 2.08
C -3.96 -1.96 2.49
C -4.91 -2.70 1.77
C -5.51 -2.15 0.64
C -5.20 -0.84 0.23
C -4.29 -0.09 0.98
H -4.92 4.65 5.35
H -2.75 5.02 4.18
H -1.60 3.12 3.08
H -4.82 0.48 4.26
H -5.95 2.38 5.40
H -1.28 -2.45 2.92
H -0.03 -3.70 4.65
H 0.38 -2.67 6.89
H -0.45 -0.36 7.37
H -1.66 0.91 5.62
H -3.50 -2.40 3.38
H -5.16 -3.71 2.10
H -6.22 -2.74 0.06
H -5.67 -0.41 -0.65
H -4.11 0.95 0.71
*
```

Molecular formula: C4H10S2
Method: DFT, ωB97M-V/def2-TZVPD

LUMO (spin up / spin down)   -6.2674 / -8.4381 eV
Relative energy (zero: lowest compared OMol25 entry of this formula, charge and spin)   43.7 kcal/mol
HOMO level (spin up / spin down)   -14.7992 / -14.4729 eV
Expectation value of S²   0.756
Maximum force   0.078 hartree/bohr
HOMO-LUMO gap (spin up / spin down)   8.532 / 6.035 eV

The geometry in ORCA input format:
```
! RIJCOSX wB97M-V def2-TZVPD def2/J DEFGRID3
* xyz 1 2
C -1.60 0.58 -0.15
C -2.41 -0.67 0.18
C -0.65 0.97 0.97
S 0.82 -0.02 1.31
S 1.12 -0.86 -0.88
C 1.29 0.83 -1.54
H -1.38 0.43 -1.20
H -2.30 1.43 -0.26
H -2.91 -1.07 -0.71
H -1.83 -1.56 0.46
H -3.15 -0.52 0.97
H -0.25 1.99 0.88
H -1.29 0.97 1.86
H 1.33 0.58 -2.61
H 0.62 1.63 -1.26
H 2.26 1.14 -1.14
*
```

Molecular formula: C3H6ClFNO2
Method: DFT, ωB97M-V/def2-TZVPD

LUMO   2.6961 eV
Relative energy (zero: lowest compared OMol25 entry of this formula, charge and spin)   38.6 kcal/mol
HOMO level   -5.6677 eV
Maximum force   0.026 hartree/bohr
HOMO-LUMO gap   8.364 eV

The geometry in ORCA input format:
```
! RIJCOSX wB97M-V def2-TZVPD def2/J DEFGRID3
* xyz -1 1
C -0.13 -0.44 -0.28
H 1.08 -1.11 -1.91
Cl -1.75 -1.76 -1.55
C 0.80 -0.17 -1.41
H 1.81 0.04 -1.01
H 0.45 0.61 -2.10
N -1.25 0.58 0.00
O -1.46 1.38 -0.89
O -1.82 0.54 1.06
C 0.16 -1.49 0.74
H -0.71 -1.69 1.38
H 0.70 -2.31 0.25
H 0.96 -1.12 1.41
F 1.27 1.06 0.87
*
```

Molecular formula: C21H36Br8O4
Method: DFT, ωB97M-V/def2-TZVPD

LUMO   -0.3327 eV
Relative energy (zero: lowest compared OMol25 entry of this formula, charge and spin)   17.9 kcal/mol
HOMO level   -9.8039 eV
Maximum force   0.113 hartree/bohr
HOMO-LUMO gap   9.471 eV

The geometry in ORCA input format:
```
! RIJCOSX wB97M-V def2-TZVPD def2/J DEFGRID3
* xyz 0 1
C -4.44 -0.63 2.60
O -3.33 0.24 2.73
C -3.25 1.17 1.67
C -1.76 1.41 1.37
C -1.51 2.48 0.28
C -1.16 1.85 -1.10
C 0.19 1.07 -1.05
C 0.19 -0.30 -1.81
C 0.19 -1.55 -0.91
C -1.20 -2.05 -0.44
C -2.28 -2.03 -1.49
C -3.29 -1.20 -1.60
C -4.18 -1.54 -2.77
O -5.14 -1.05 -3.14
O -3.60 -2.66 -3.33
C -2.47 -3.00 -2.66
O -1.76 -3.86 -2.97
H -5.38 -0.08 2.78
H -4.37 -1.42 3.37
H -4.48 -1.14 1.62
H -3.68 2.16 1.93
H -3.81 0.80 0.80
H -1.30 0.46 1.04
H -1.25 1.67 2.31
H -0.64 3.07 0.59
H -2.40 3.12 0.19
H -1.02 2.70 -1.79
H -2.00 1.27 -1.51
H 0.52 0.99 -0.01
H 0.93 1.71 -1.55
H -0.62 -0.27 -2.56
H 1.13 -0.33 -2.38
H 0.76 -1.31 0.00
H 0.75 -2.36 -1.40
H -1.58 -1.54 0.45
H -1.07 -3.11 -0.15
H -3.56 -0.35 -0.98
Br 2.37 -0.25 2.10
C 3.82 -1.52 2.34
C 4.50 -1.84 1.03
Br 3.42 -3.06 -0.05
H 3.40 -2.40 2.83
H 4.52 -1.03 3.02
H 5.44 -2.36 1.20
H 4.68 -0.96 0.43
Br 5.97 1.89 1.52
C 7.19 1.98 3.03
C 7.86 0.66 3.28
Br 6.64 -0.59 4.15
H 6.61 2.33 3.88
H 7.92 2.74 2.76
H 8.69 0.78 3.97
H 8.21 0.18 2.37
Br 0.48 4.09 2.51
C 1.66 4.22 4.05
C 2.31 2.89 4.34
Br 1.06 1.67 5.20
H 1.06 4.59 4.88
H 2.41 4.96 3.78
H 3.13 3.01 5.04
H 2.67 2.40 3.44
Br -3.64 -4.01 -8.77
C -3.59 -2.71 -7.32
C -4.91 -2.00 -7.17
Br -5.16 -0.65 -8.55
H -2.76 -2.04 -7.54
H -3.36 -3.29 -6.43
H -4.94 -1.45 -6.22
H -5.76 -2.67 -7.22
*
```

Molecular formula: C30H85N5O10
Method: DFT, ωB97M-V/def2-TZVPD

LUMO   0.5329 eV
Relative energy (zero: lowest compared OMol25 entry of this formula, charge and spin)   56.0 kcal/mol
HOMO level   -8.4859 eV
Maximum force   0.048 hartree/bohr
HOMO-LUMO gap   9.019 eV

The geometry in ORCA input format:
```
! RIJCOSX wB97M-V def2-TZVPD def2/J DEFGRID3
* xyz 0 1
C 0.47 -7.02 3.24
O 1.17 -5.81 3.11
C 0.70 -4.73 3.94
C -0.40 -3.99 3.15
C 0.05 -3.37 1.83
N -0.91 -2.90 3.98
H 0.86 -7.70 2.49
H -0.61 -7.00 3.18
H 0.77 -7.53 4.15
H 0.34 -5.04 4.92
H 1.46 -3.96 4.03
H -1.22 -4.66 2.93
H 0.67 -2.48 1.96
H -0.85 -3.05 1.30
H 0.60 -4.09 1.23
H -0.15 -2.23 3.92
H -1.72 -2.47 3.57
C 2.51 -2.41 -1.93
O 1.22 -1.85 -1.98
C 0.25 -2.91 -1.79
C -1.15 -2.32 -1.85
C -2.27 -3.24 -1.33
N -1.57 -1.89 -3.16
H 2.68 -3.07 -1.07
H 3.24 -1.60 -1.93
H 2.75 -3.05 -2.78
H 0.46 -3.69 -2.52
H 0.46 -3.37 -0.83
H -1.17 -1.40 -1.26
H -3.27 -2.82 -1.43
H -2.21 -3.43 -0.26
H -2.25 -4.19 -1.86
H -2.20 -1.11 -3.02
H -0.77 -1.38 -3.50
C 2.14 4.26 -0.10
O 3.09 5.25 -0.60
C 3.63 4.91 -1.86
C 4.68 5.91 -2.29
C 5.32 5.54 -3.63
N 5.66 6.15 -1.23
H 1.26 4.19 -0.74
H 1.75 4.55 0.87
H 2.59 3.27 -0.05
H 4.14 3.95 -1.82
H 2.86 4.92 -2.63
H 4.09 6.81 -2.46
H 6.00 6.34 -3.93
H 4.57 5.58 -4.43
H 5.88 4.61 -3.70
H 5.11 6.49 -0.46
H 6.21 6.94 -1.53
C -0.95 1.81 -5.76
O -0.48 0.61 -6.41
C -1.51 -0.15 -6.92
C -1.02 -1.45 -7.54
C 0.05 -1.29 -8.63
N -2.16 -2.13 -8.25
H -1.39 1.69 -4.77
H -1.66 2.39 -6.35
H -0.09 2.47 -5.65
H -2.11 -0.37 -6.04
H -2.13 0.42 -7.62
H -0.67 -2.10 -6.74
H -0.28 -0.55 -9.36
H 0.23 -2.19 -9.21
H 1.03 -0.98 -8.26
H -2.85 -2.29 -7.53
H -1.82 -3.04 -8.54
C 0.43 1.23 -1.79
O 0.12 1.76 -0.49
C -0.05 0.77 0.52
C -0.63 1.30 1.83
C 0.23 2.37 2.48
N -0.73 0.27 2.82
H 1.49 1.30 -2.04
H -0.06 1.86 -2.53
H 0.08 0.23 -2.07
H -0.58 -0.14 0.25
H 0.95 0.40 0.73
H -1.62 1.69 1.59
H 0.04 2.54 3.54
H 0.11 3.23 1.83
H 1.30 2.18 2.51
H 0.19 -0.11 3.03
H -1.16 0.59 3.68
C 4.55 0.54 0.42
C 4.61 0.93 1.90
O 4.28 -0.19 2.63
H 5.23 1.21 -0.11
H 3.53 0.61 0.03
H 5.04 -0.41 0.20
H 3.95 1.78 2.08
H 5.59 1.20 2.29
H 4.84 -0.89 2.28
C 0.79 -0.22 5.66
C 1.99 -0.82 5.01
O 1.73 -0.84 3.63
H 0.85 -0.14 6.74
H -0.12 -0.80 5.50
H 0.72 0.77 5.23
H 2.15 -1.85 5.35
H 2.80 -0.15 5.30
H 2.54 -0.63 3.17
C -5.33 -1.41 3.13
C -4.08 -0.55 3.03
O -3.14 -1.11 2.19
H -5.71 -1.77 2.17
H -6.08 -0.75 3.56
H -5.17 -2.26 3.80
H -3.75 -0.44 4.06
H -4.35 0.46 2.70
H -2.31 -0.64 2.32
C -3.75 0.46 -0.54
C -4.19 0.19 -1.97
O -3.13 0.57 -2.83
H -4.43 0.04 0.20
H -3.54 1.52 -0.43
H -2.83 -0.10 -0.35
H -5.05 0.85 -2.12
H -4.46 -0.86 -2.09
H -3.12 1.52 -3.01
C -4.20 2.59 5.33
C -2.75 2.69 4.84
O -2.05 1.47 5.04
H -4.29 2.52 6.42
H -4.64 1.73 4.83
H -4.79 3.47 5.10
H -2.24 3.43 5.45
H -2.69 2.86 3.77
H -2.21 1.17 5.94
*
```

Molecular formula: C41H62BCuN3O4P2S
Method: DFT, ωB97M-V/def2-TZVPD

LUMO (spin up / spin down)   0.4884 / -0.4604 eV
HOMO level (spin up / spin down)   -7.3594 / -7.6152 eV
Expectation value of S²   0.756
Maximum force   0.007 hartree/bohr
HOMO-LUMO gap (spin up / spin down)   7.848 / 7.155 eV

The geometry in ORCA input format:
```
! RIJCOSX wB97M-V def2-TZVPD def2/J DEFGRID3
* xyz 0 2
Cu -0.39 -0.63 -0.84
C -0.34 0.94 5.35
C 0.55 0.73 4.12
C 0.48 2.01 3.26
C 2.00 0.54 4.56
P 0.12 -0.67 2.94
C -1.66 -0.34 2.51
N -1.78 0.74 1.53
B -1.09 0.93 0.28
N -1.48 2.24 -0.19
C -1.03 3.02 -1.33
P 0.72 2.59 -1.78
C 1.62 4.15 -1.22
C 1.57 4.04 0.31
C 1.06 5.51 -1.64
C 3.09 4.05 -1.66
C 0.69 2.47 -3.65
C -0.45 1.50 -4.00
C 2.00 1.79 -4.07
C 0.50 3.78 -4.42
C -2.43 2.75 0.69
C -3.18 3.92 0.63
C -4.11 4.17 1.63
C -4.29 3.26 2.67
C -3.55 2.09 2.74
C -2.62 1.84 1.74
C 0.07 -2.33 3.85
C 1.45 -2.95 3.59
C -0.99 -3.24 3.22
C -0.17 -2.27 5.36
H -0.18 1.96 5.72
H -0.11 0.26 6.16
H -1.41 0.86 5.11
H 1.05 2.81 3.75
H -0.54 2.36 3.14
H 0.90 1.86 2.26
H 2.32 1.40 5.16
H 2.67 0.47 3.69
H 2.14 -0.36 5.16
H -2.23 -0.08 3.40
H -2.06 -1.26 2.09
H -1.08 4.07 -1.05
H -1.68 2.87 -2.19
H 0.54 4.02 0.69
H 2.08 4.89 0.77
H 2.07 3.13 0.65
H 0.00 5.61 -1.44
H 1.23 5.71 -2.70
H 1.58 6.29 -1.07
H 3.52 3.08 -1.40
H 3.67 4.83 -1.16
H 3.20 4.20 -2.74
H -0.54 0.68 -3.28
H -0.28 1.04 -4.98
H -1.43 1.99 -4.05
H 2.05 0.77 -3.69
H 2.89 2.32 -3.73
H 2.05 1.74 -5.17
H -0.33 4.36 -4.03
H 0.29 3.55 -5.47
H 1.40 4.39 -4.39
H -3.06 4.62 -0.19
H -4.71 5.07 1.59
H -5.03 3.47 3.43
H -3.72 1.38 3.54
H 1.61 -3.12 2.52
H 1.52 -3.92 4.10
H 2.26 -2.32 3.96
H -0.98 -3.20 2.13
H -2.00 -2.98 3.55
H -0.79 -4.27 3.52
H 0.63 -1.77 5.89
H -0.22 -3.30 5.74
H -1.12 -1.78 5.60
C 0.95 -5.45 -0.15
S 0.43 -3.96 -1.03
O -0.51 -4.42 -2.09
C 1.99 -3.64 -1.87
C 1.88 -3.21 -3.18
C 3.03 -2.86 -3.89
C 4.28 -2.95 -3.28
C 4.38 -3.38 -1.96
C 3.23 -3.71 -1.25
H 1.38 -6.16 -0.86
H 0.03 -5.85 0.29
H 1.65 -5.19 0.64
H 0.90 -3.16 -3.65
H 2.95 -2.52 -4.91
H 5.17 -2.69 -3.83
H 5.35 -3.44 -1.48
H 3.32 -4.03 -0.22
C 3.72 -0.38 0.65
C 2.68 -0.35 -0.45
O 1.49 -1.09 -0.07
H 4.66 0.05 0.28
H 3.91 -1.40 0.99
H 3.39 0.21 1.51
H 3.06 -0.83 -1.35
H 2.40 0.67 -0.69
H 1.30 -0.92 0.88
O -2.09 -0.87 -3.91
C -2.46 -1.52 -2.95
N -1.84 -1.57 -1.71
C -2.53 -2.43 -0.90
O -2.22 -2.71 0.26
C -3.71 -2.97 -1.64
C -4.72 -3.82 -1.26
C -5.71 -4.10 -2.21
C -5.66 -3.55 -3.48
C -4.62 -2.69 -3.85
C -3.66 -2.42 -2.91
H -4.76 -4.24 -0.27
H -6.53 -4.76 -1.94
H -6.44 -3.79 -4.20
H -4.58 -2.25 -4.84
*
```

Molecular formula: C3H9NO2S
Method: DFT, ωB97M-V/def2-TZVPD

LUMO   -4.8558 eV
Relative energy (zero: lowest compared OMol25 entry of this formula, charge and spin)   285.4 kcal/mol
HOMO level   -8.9036 eV
Maximum force   0.112 hartree/bohr
HOMO-LUMO gap   4.048 eV

The geometry in ORCA input format:
```
! RIJCOSX wB97M-V def2-TZVPD def2/J DEFGRID3
* xyz 0 1
O 1.95 -0.64 1.51
C 0.30 -0.76 -1.23
N 0.02 -0.06 -2.40
C -0.76 0.66 -1.29
C -0.45 1.25 0.19
S -1.94 1.32 1.12
H -0.14 -1.77 -1.15
H 1.40 -0.65 -0.92
H -0.97 1.63 -1.80
H -1.70 0.15 -1.18
H 0.43 0.66 0.64
H 0.05 2.23 0.04
H -1.00 -0.83 1.79
H 2.78 -0.57 1.90
H 0.47 -1.10 1.40
O -0.44 -1.53 1.39
*
```

Molecular formula: C5H8O2
Method: DFT, ωB97M-V/def2-TZVPD

LUMO   0.7276 eV
Relative energy (zero: lowest compared OMol25 entry of this formula, charge and spin)   55.9 kcal/mol
HOMO level   -9.9306 eV
Maximum force   0.010 hartree/bohr
HOMO-LUMO gap   10.658 eV

The geometry in ORCA input format:
```
! RIJCOSX wB97M-V def2-TZVPD def2/J DEFGRID3
* xyz 0 1
C -2.62 0.12 0.27
C -1.55 -0.31 -0.08
C -0.25 -0.94 -0.38
O 0.26 -1.53 0.82
C 0.81 0.03 -0.90
C 1.03 1.25 0.00
O 1.56 0.91 1.26
H -3.56 0.52 0.59
H -0.41 -1.72 -1.13
H -0.47 -1.98 1.27
H 1.74 -0.53 -0.99
H 0.52 0.36 -1.90
H 1.75 1.92 -0.48
H 0.08 1.80 0.10
H 1.12 0.10 1.54
*
```

Molecular formula: H12N4O2Si4
Method: DFT, ωB97M-V/def2-TZVPD

LUMO   0.1268 eV
Relative energy (zero: lowest compared OMol25 entry of this formula, charge and spin)   17.2 kcal/mol
HOMO level   -9.2777 eV
Maximum force   0.070 hartree/bohr
HOMO-LUMO gap   9.405 eV

The geometry in ORCA input format:
```
! RIJCOSX wB97M-V def2-TZVPD def2/J DEFGRID3
* xyz 0 1
N 1.51 -0.63 2.49
Si 0.51 -1.14 1.11
Si 1.93 -2.52 -0.12
N -0.11 0.27 0.25
N 0.86 0.84 -0.47
O 2.00 0.44 -0.33
O 0.53 1.68 -1.27
Si -1.70 0.99 -0.08
N -1.63 2.55 0.66
Si -1.89 0.68 -2.46
H 1.29 -1.07 3.39
H 2.45 -0.66 2.26
H -0.58 -1.58 2.06
H 1.42 -2.69 -1.49
H 3.28 -1.80 -0.07
H 2.12 -3.73 0.71
H -2.45 0.31 0.98
H -2.51 3.15 0.89
H -0.98 3.22 0.37
H -2.52 1.97 -2.87
H -0.96 0.32 -3.54
H -2.58 -0.56 -2.48
*
```